Entry 1:
DFT (the ωB97M-V functional and the def2-TZVPD basis) results for C22H45LuN2P3S as an isolated structure in a non-equilibrium geometry.

Last column: Mulliken charge in e.
Geometry (Å):
Lu -0.077 -0.278 0.374  0.780
P -0.220 -1.843 2.505  0.714
P 0.949 1.873 1.742  0.804
P 2.700 -0.753 0.250  0.822
H -0.913 -2.440 -4.283  0.324
C -0.054 -2.933 -3.799  -0.738
C -0.247 -3.462 -2.448  -0.737
H -1.259 -3.376 -2.025  0.310
C -1.904 -2.233 3.081  -1.239
C 0.562 -1.274 4.062  -1.226
C 0.500 -3.509 2.324  -1.133
C 1.468 3.260 0.645  -1.296
C -0.149 2.876 2.805  -1.353
C 2.405 1.986 2.855  -1.482
C 3.411 -2.106 -0.769  -1.299
C 3.664 -1.156 1.799  -1.201
C 3.802 0.613 -0.323  -1.146
H 0.735 -3.263 -4.491  0.551
H 0.327 -4.341 -2.185  0.390
H -2.612 -2.251 2.244  0.339
H -2.248 -1.472 3.790  0.316
H -1.864 -3.221 3.557  0.517
H 0.221 -0.263 4.315  0.315
H 1.652 -1.236 3.939  0.287
H 0.295 -1.963 4.875  0.517
H 0.333 -3.886 1.310  0.306
H 0.009 -4.178 3.041  0.496
H 1.580 -3.496 2.505  0.335
H 1.791 4.086 1.295  0.431
H 0.615 3.569 0.026  0.401
H 2.290 2.947 -0.012  0.319
H 0.441 3.738 3.142  0.600
H -0.489 2.301 3.674  0.339
H -1.027 3.217 2.247  0.341
H 2.397 3.010 3.251  0.563
H 3.348 1.824 2.323  0.424
H 2.319 1.272 3.682  0.357
H 4.509 -2.022 -0.686  0.569
H 3.108 -1.975 -1.815  0.282
H 3.000 -3.050 -0.388  0.350
H 4.713 -1.370 1.522  0.475
H 3.235 -2.045 2.271  0.279
H 3.660 -0.327 2.528  0.300
H 4.772 0.208 -0.656  0.491
H 3.988 1.376 0.440  0.393
H 3.314 1.089 -1.179  0.125
C -0.280 -0.330 -3.366  0.787
C 0.473 0.782 -3.781  -0.449
C -0.065 1.624 -4.750  -0.673
C -1.410 1.406 -5.164  -0.706
C -2.221 0.466 -4.531  -0.671
C -1.661 -0.398 -3.581  -0.573
S 0.775 -1.667 -2.740  0.303
H 1.941 -1.803 -3.567  0.294
H 1.498 0.867 -3.398  0.332
H 0.556 2.411 -5.178  0.495
H -1.827 2.048 -5.946  0.434
H -3.291 0.402 -4.803  0.669
H -2.287 -1.158 -3.078  0.316
C -4.217 2.058 -2.228  -1.188
C -3.565 1.636 -0.983  0.815
C -4.067 1.537 0.316  -1.175
C -3.036 1.102 1.132  0.469
N -1.933 0.859 0.341  -0.289
N -2.296 1.220 -0.933  0.289
C -3.050 0.960 2.602  -1.045
H -5.231 2.416 -1.979  0.373
H -3.670 2.882 -2.723  0.338
H -4.298 1.208 -2.925  0.200
H -5.084 1.796 0.610  0.486
H -1.618 1.327 -1.691  0.145
H -3.746 0.182 2.907  0.428
H -2.072 0.731 3.022  -0.129
H -3.371 1.913 3.059  0.415

- HOMO-LUMO gap (alpha / beta) (hartree) = 0.26135 / 0.16486
- HOMO level (alpha / beta) (eV) = -16.2218 / -13.8865
- total charge = +3
- energy relative to the best compared isomer or geometry (same formula, charge and spin) (kcal/mol) = 46.00
- lowest unoccupied orbital energy (alpha / beta) (eV) = -9.11 / -9.40

---

Entry 2:
DFT (the ωB97M-V functional and the def2-TZVPD basis) results for C23H67AsF6O10 as an isolated structure in a non-equilibrium geometry.

Last column: Mulliken charge in e.
Geometry (Å):
O 2.943 -1.241 -4.119  -0.319
H 2.252 -1.605 -4.677  0.497
H 2.726 -1.341 -3.189  0.351
H 3.039 -0.333 -4.414  0.417
As 0.141 0.024 0.467  2.173
F 1.229 -0.749 1.637  -0.430
F 0.777 1.673 0.868  -0.538
F -0.991 0.895 -0.673  -0.591
F -0.455 -1.554 -0.030  -0.479
F -1.120 0.218 1.723  -0.531
F 1.406 -0.206 -0.757  -0.331
C -2.481 4.221 -3.318  -1.390
C -1.622 3.511 -2.239  0.515
O -0.700 2.611 -2.770  -0.570
H -3.083 3.442 -3.786  0.247
H -1.882 4.802 -4.020  0.320
H -3.220 4.921 -2.928  0.380
H -2.222 2.842 -1.622  -0.151
H -1.147 4.285 -1.637  0.281
H -0.593 1.898 -2.137  0.392
C 4.978 0.182 0.119  -1.000
C 5.027 -0.575 -1.192  -0.252
O 3.741 -1.036 -1.484  -0.536
H 5.897 0.021 0.682  0.399
H 4.199 -0.006 0.858  0.255
H 5.058 1.267 0.045  0.142
H 5.794 -1.347 -1.134  0.305
H 5.317 -0.107 -2.132  0.286
H 3.086 -0.643 -0.902  0.226
C 2.230 -4.100 -2.946  -1.325
C 1.019 -3.599 -2.137  -0.064
O 0.964 -2.228 -2.532  -0.030
H 3.064 -3.966 -2.257  0.312
H 2.457 -3.583 -3.878  0.235
H 2.142 -5.128 -3.298  0.373
H 1.233 -3.459 -1.077  0.188
H 0.092 -4.173 -2.142  0.388
H 0.650 -1.761 -1.755  -0.112
C 5.384 -2.328 3.185  -1.178
C 3.956 -2.533 3.044  0.272
O 3.199 -1.642 3.772  -0.556
H 5.842 -2.760 4.074  0.328
H 5.535 -1.249 3.181  0.272
H 5.911 -2.653 2.288  0.322
H 3.589 -3.528 3.294  0.338
H 3.662 -2.477 1.996  -0.118
H 2.396 -1.428 3.292  0.282
C -3.345 0.025 -3.845  -0.731
C -2.112 -0.793 -3.633  2.364
C -2.497 -2.220 -3.595  -1.529
O -1.242 -0.490 -4.720  -0.673
H -4.027 -0.408 -4.578  0.433
H -3.072 1.070 -3.990  0.064
H -3.924 0.109 -2.925  -0.124
H -1.550 -0.635 -2.713  -0.958
H -1.624 -2.817 -3.333  0.058
H -2.954 -2.491 -4.547  0.476
H -3.235 -2.508 -2.846  0.290
H -1.403 0.414 -5.000  0.376
C -6.034 -0.414 -0.553  -1.364
C -4.804 0.382 -0.060  1.331
C -4.951 1.904 -0.048  -1.391
O -4.558 -0.076 1.193  -0.656
H -6.950 0.160 -0.409  0.352
H -6.029 -1.487 -0.362  0.317
H -5.808 -0.295 -1.613  0.366
H -3.926 -0.018 -0.566  -0.183
H -5.634 2.176 0.756  0.364
H -5.487 2.175 -0.958  0.361
H -3.962 2.344 0.078  0.304
H -3.635 0.113 1.378  0.162
C -2.684 -3.127 1.650  -1.298
C -1.635 -3.577 2.695  0.975
C -2.012 -3.140 4.126  -1.339
O -1.628 -5.036 2.709  -0.590
H -2.579 -3.514 0.636  0.336
H -2.717 -2.038 1.646  0.099
H -3.642 -3.467 2.044  0.564
H -0.666 -3.159 2.425  -0.080
H -2.924 -3.706 4.316  0.359
H -2.344 -2.114 4.285  0.307
H -1.260 -3.410 4.867  0.316
H -2.513 -5.339 2.495  0.350
C 4.073 4.074 -1.419  -1.592
C 2.611 3.625 -1.493  1.770
C 1.708 4.680 -0.889  -1.281
O 2.239 3.441 -2.826  -0.660
H 4.151 5.133 -1.663  0.396
H 4.700 3.432 -2.038  0.340
H 4.414 3.895 -0.399  0.368
H 2.521 2.640 -1.036  -0.562
H 2.073 4.959 0.100  0.424
H 0.737 4.193 -0.803  0.067
H 1.597 5.612 -1.443  0.341
H 1.311 3.195 -2.786  0.381
C 0.618 0.866 5.739  -1.172
C -0.015 2.245 5.563  0.843
C -1.462 2.246 5.074  -1.253
O -0.097 3.009 6.739  -0.569
H 0.603 0.258 4.835  0.125
H 0.147 0.186 6.449  0.386
H 1.678 0.958 5.974  0.345
H 0.555 2.745 4.780  0.080
H -2.288 2.197 5.783  0.399
H -1.678 1.419 4.398  0.049
H -1.608 3.163 4.504  0.432
H -0.643 3.763 6.505  0.339

- HOMO-LUMO gap (hartree) = 0.31078
- HOMO level (eV) = -9.5648
- total charge = 0
- energy relative to the best compared isomer or geometry (same formula, charge and spin) (kcal/mol) = 58.65
- lowest unoccupied orbital energy (eV) = -1.11

---

Entry 3:
DFT (the ωB97M-V functional and the def2-TZVPD basis) results for a 7-piece molecular cluster, C31H59Br13IN3O7P3 overall in a non-equilibrium geometry.

Last column: Mulliken charge in e.
Geometry (Å):
C 1.990 1.273 0.859  -0.098
C 2.736 0.473 1.388  -0.410
C 4.040 -0.264 1.791  -0.834
C 4.718 -0.988 0.539  0.267
C 5.038 0.029 -0.604  -1.323
C 5.599 -0.644 -1.935  1.502
N 6.737 -1.489 -1.338  -0.494
C 7.802 -0.862 -1.475  0.646
O 8.842 -0.333 -1.371  -0.531
O 6.371 0.244 -2.775  -0.987
P 5.418 0.758 -4.144  1.958
C 6.848 2.017 -4.444  -1.451
C 4.257 1.909 -3.216  0.255
C 4.582 2.887 -2.326  -1.018
P 4.478 1.635 -5.968  -0.080
N 4.659 3.397 -5.922  -0.617
O 2.775 1.412 -6.007  -0.495
P 6.564 -0.485 -5.709  0.375
O 8.248 -0.367 -5.426  -0.554
Br 6.156 0.358 -7.825  -0.391
O 4.428 -0.662 -4.055  -0.681
C 4.523 -1.455 -2.849  0.682
O 3.306 -1.133 -2.172  0.565
C 2.165 -1.890 -2.505  0.072
C 1.409 -1.435 -3.812  -0.955
N 1.102 -0.003 -3.853  -0.111
C 0.290 0.475 -2.737  -0.332
C -1.222 -0.033 -2.714  0.388
C -1.483 -0.966 -1.471  -0.451
O -1.666 -0.582 -3.959  -0.580
C 4.891 -2.965 -3.107  -1.497
I 4.691 -4.193 -1.291  0.038
C 6.238 -3.212 -3.863  0.394
C 6.905 -4.628 -3.578  -1.582
H 1.193 1.896 0.421  0.426
H 4.801 0.423 2.233  0.387
H 3.709 -1.055 2.520  0.328
H 3.953 -1.736 0.198  -0.362
H 5.603 -1.528 0.949  0.334
H 5.900 0.661 -0.232  0.731
H 4.199 0.735 -0.783  -0.520
H 7.167 2.064 -5.524  0.475
H 6.603 3.068 -4.155  0.352
H 7.720 1.704 -3.809  0.267
H 3.157 1.743 -3.394  -0.273
H 5.649 3.124 -2.081  0.206
H 3.804 3.453 -1.764  0.239
H 4.625 3.781 -6.864  0.275
H 3.981 3.831 -5.290  0.237
H 2.358 2.214 -5.636  0.300
H 8.485 -0.838 -4.611  0.347
H 2.280 -3.002 -2.563  0.233
H 1.422 -1.726 -1.669  -0.371
H 1.976 -1.755 -4.731  0.430
H 0.455 -2.057 -3.837  0.338
H 0.713 0.264 -4.755  0.317
H 0.744 0.283 -1.729  -0.390
H 0.258 1.600 -2.833  0.454
H -1.853 0.889 -2.533  0.062
H -1.378 -0.303 -0.563  0.108
H -0.731 -1.788 -1.362  -0.173
H -2.525 -1.370 -1.438  0.443
H -2.093 -1.442 -3.807  0.371
H 4.074 -3.358 -3.775  0.824
H 6.052 -3.197 -4.971  0.325
H 7.036 -2.463 -3.657  -0.396
H 7.410 -4.655 -2.581  0.331
H 7.704 -4.820 -4.348  0.423
H 6.158 -5.452 -3.669  0.359
Br 1.201 -2.966 1.475  -0.060
C 0.467 -4.176 0.137  -0.248
C -0.866 -4.723 0.573  -0.254
Br -0.667 -6.118 1.918  -0.174
H 1.214 -4.946 -0.040  0.554
H 0.356 -3.572 -0.764  -0.312
H -1.376 -5.205 -0.261  0.459
H -1.519 -3.965 1.002  -0.023
Br -4.271 -1.314 1.070  -0.173
C -3.268 -0.618 2.590  -0.039
C -2.127 -1.529 2.953  -0.206
Br -2.749 -3.107 3.916  -0.145
H -3.980 -0.474 3.398  0.076
H -2.895 0.353 2.263  0.210
H -1.442 -1.032 3.637  0.455
H -1.572 -1.886 2.088  -0.205
Br -5.408 2.105 3.791  -0.079
C -6.288 1.734 5.490  -0.686
C -6.820 0.326 5.537  -0.443
Br -8.460 0.152 4.500  -0.133
H -7.058 2.488 5.619  0.399
H -5.517 1.876 6.245  0.317
H -7.099 0.055 6.556  0.295
H -6.121 -0.412 5.148  0.316
Br -13.851 1.946 6.769  -0.140
C -12.643 0.549 6.149  -0.523
C -11.928 -0.109 7.300  -0.601
Br -10.491 1.016 7.978  -0.095
H -11.967 1.009 5.433  0.297
H -13.280 -0.169 5.633  0.357
H -11.440 -1.027 6.974  0.319
H -12.581 -0.331 8.142  0.384
Br -5.773 4.483 7.086  -0.116
C -6.508 4.829 8.856  -0.549
C -5.998 3.833 9.864  -0.601
Br -6.896 2.113 9.681  -0.132
H -7.591 4.824 8.757  0.377
H -6.176 5.836 9.110  0.320
H -6.222 4.163 10.877  0.361
H -4.930 3.643 9.776  0.364
Br -5.892 4.745 -0.102  -0.156
C -5.323 3.329 -1.313  -0.602
C -4.692 2.186 -0.562  -0.526
Br -2.876 2.621 -0.004  -0.150
H -4.656 3.784 -2.041  0.378
H -6.233 3.001 -1.814  0.399
H -4.589 1.313 -1.206  0.295
H -5.240 1.906 0.335  0.333

- HOMO-LUMO gap (hartree) = 0.14904
- HOMO level (eV) = -2.9272
- total charge = -1
- lowest unoccupied orbital energy (eV) = 1.13

---

Entry 4:
DFT (the ωB97M-V functional and the def2-TZVPD basis) results for a 7-piece molecular cluster, C29H74ClN6O10 overall in a non-equilibrium geometry.

Last column: Mulliken charge in e.
Geometry (Å):
Cl -9.900 -1.318 20.456  1.419
O -10.504 -0.887 21.647  -0.841
O -10.547 -0.667 19.324  -0.505
O -8.505 -0.956 20.605  -0.652
O -10.148 -2.730 20.508  -0.676
C -12.426 -4.430 23.002  -1.145
C -11.905 -3.597 24.260  0.396
C -10.371 -3.602 24.372  -0.591
O -9.996 -3.194 25.698  -0.436
C -8.565 -3.307 25.982  -0.660
N -12.262 -2.207 23.986  0.037
H -11.826 -5.338 22.936  0.451
H -12.334 -3.868 22.073  0.039
H -13.493 -4.641 23.078  0.438
H -12.493 -4.044 25.061  0.409
H -9.791 -3.072 23.616  0.324
H -9.898 -4.579 24.274  0.647
H -8.473 -3.489 27.053  0.310
H -8.109 -2.317 25.974  0.113
H -7.974 -3.902 25.286  0.349
H -11.617 -2.268 23.212  -0.655
H -13.159 -2.500 23.626  0.074
C -14.958 3.626 24.422  -1.492
C -14.565 2.137 24.523  -0.129
C -14.176 1.498 23.121  -0.749
O -13.668 0.131 23.201  -0.249
C -13.915 -0.662 21.989  -1.199
N -13.465 2.051 25.465  -0.262
H -15.629 3.805 23.581  0.413
H -14.081 4.165 24.064  0.421
H -15.382 3.926 25.380  0.341
H -15.397 1.544 24.904  0.384
H -13.432 2.131 22.638  0.260
H -15.154 1.416 22.649  0.492
H -13.766 0.009 21.143  0.689
H -14.974 -0.920 21.960  0.495
H -13.158 -1.419 21.784  0.186
H -13.616 2.298 26.433  0.200
H -12.958 2.863 25.146  0.234
C -8.543 0.526 24.528  -1.544
C -9.904 0.335 25.224  0.906
C -10.113 1.419 26.364  -1.185
O -11.393 1.115 27.043  -0.179
C -11.419 1.504 28.394  -0.887
N -11.023 0.533 24.288  0.152
H -8.342 1.580 24.338  0.348
H -8.290 -0.139 23.702  0.397
H -7.802 0.137 25.226  0.394
H -9.984 -0.641 25.701  0.078
H -10.009 2.371 25.842  0.302
H -9.239 1.422 27.015  0.558
H -12.476 1.616 28.636  0.212
H -10.776 2.346 28.653  0.370
H -10.989 0.752 29.055  0.302
H -10.549 0.053 23.536  -0.333
H -11.093 1.488 23.965  0.281
C -6.290 -4.385 18.734  -1.282
C -6.186 -3.043 17.956  0.294
C -7.360 -2.603 17.158  -0.434
O -7.239 -1.299 16.501  -0.379
C -8.476 -0.850 15.990  -0.211
N -5.904 -1.883 18.871  -0.841
H -7.009 -4.399 19.553  0.234
H -5.313 -4.727 19.076  0.330
H -6.711 -5.107 18.034  0.358
H -5.292 -3.037 17.333  0.327
H -8.254 -2.710 17.774  0.220
H -7.481 -3.188 16.247  0.358
H -8.915 -1.655 15.401  0.266
H -8.411 0.032 15.353  0.343
H -9.153 -0.592 16.805  -0.109
H -6.006 -1.107 18.234  0.398
H -6.657 -1.846 19.543  0.267
C -8.883 3.772 19.079  -1.773
C -9.633 2.715 18.316  1.348
C -10.530 3.238 17.203  -0.801
O -11.417 4.153 17.685  -0.296
C -12.376 4.476 16.684  -0.767
N -8.609 1.760 17.974  -0.675
H -8.259 3.344 19.864  0.417
H -9.520 4.498 19.585  0.364
H -8.159 4.333 18.488  0.352
H -10.304 2.285 19.060  -0.035
H -10.971 2.432 16.617  0.420
H -10.000 3.907 16.525  0.316
H -13.076 5.075 17.268  0.261
H -12.943 3.602 16.363  0.310
H -11.896 5.033 15.880  0.293
H -9.124 0.973 17.606  -0.145
H -8.121 1.306 18.733  0.322
C -13.528 -4.425 19.136  -2.115
C -13.881 -3.333 18.038  1.799
C -12.701 -3.366 17.041  -1.153
C -13.003 -2.702 15.671  -0.833
C -14.304 -3.126 15.022  -1.250
C -15.441 -3.115 15.995  1.675
N -15.143 -3.761 17.270  0.193
O -16.158 -3.759 18.157  -0.486
C -16.058 -1.710 16.092  -1.715
C -16.511 -4.028 15.312  -1.975
C -13.903 -1.904 18.754  -1.400
H -13.444 -5.379 18.616  0.521
H -14.379 -4.669 19.772  0.505
H -12.732 -4.280 19.866  0.227
H -11.819 -2.860 17.434  0.238
H -12.390 -4.403 16.920  0.456
H -12.160 -2.698 14.980  0.540
H -13.005 -1.620 15.808  0.227
H -14.037 -4.084 14.576  0.381
H -14.583 -2.378 14.280  0.512
H -16.394 -1.459 17.098  0.311
H -15.336 -0.941 15.816  0.343
H -16.898 -1.665 15.399  0.433
H -16.124 -5.042 15.212  0.510
H -17.429 -4.260 15.852  0.352
H -16.731 -3.746 14.283  0.446
H -14.499 -1.895 19.667  0.254
H -14.189 -1.104 18.072  0.344
H -12.861 -1.717 19.015  0.128
H -15.992 -4.589 18.608  0.429

- HOMO-LUMO gap (hartree) = 0.28238
- HOMO level (eV) = -5.3417
- total charge = -1
- energy relative to the best compared isomer or geometry (same formula, charge and spin) (kcal/mol) = 144.27
- lowest unoccupied orbital energy (eV) = 2.34

---

Entry 5:
DFT (the ωB97M-V functional and the def2-TZVPD basis) results for a 2-piece molecular cluster, C5H11O overall in a non-equilibrium geometry.

Last column: Mulliken charge in e.
Geometry (Å):
C 0.511 2.196 0.011  0.098
C 1.712 -0.914 0.192  -1.352
C -2.132 -0.206 0.103  -1.166
C 0.232 -1.004 0.466  -0.313
C -0.732 0.200 0.100  0.073
O -0.423 1.461 0.375  -0.123
H 0.360 3.183 0.322  0.325
H 1.240 1.725 -0.622  0.297
H 1.939 -0.529 -0.826  0.336
H 2.104 -1.896 0.390  0.373
H 2.211 -0.289 0.935  0.348
H -2.729 0.273 -0.777  0.313
H -2.161 -1.328 0.085  0.349
H -2.573 0.231 1.033  0.337
H -0.252 -1.807 0.027  0.454
H 0.112 -1.187 1.504  0.439
H -0.141 0.211 -1.680  0.211

- HOMO-LUMO gap (alpha / beta) (hartree) = 0.26523 / 0.26533
- HOMO level (alpha / beta) (eV) = -14.0431 / -14.0450
- total charge = +1
- energy relative to the best compared isomer or geometry (same formula, charge and spin) (kcal/mol) = 95.18
- lowest unoccupied orbital energy (alpha / beta) (eV) = -6.83 / -6.83